[1]
The following is a DFT calculation (wB97M-V/def2-TZVPD) of a molecular structure, C4H5N3 at a distorted geometry.

Calculated values
**Multiplicity**: 1
**LUMO level**: -0.45 eV
**Kohn-Sham gap**: 0.3515 hartree

Atoms and positions in Å:
N (2.281, -0.847, 1.605)
C (1.271, -0.525, 1.121)
C (0.489, -0.036, -0.707)
C (-0.746, -0.895, -0.638)
N (-1.602, -0.161, 0.286)
C (-1.009, 0.940, 0.519)
N (0.106, 1.209, -0.309)
H (1.232, -0.124, -1.510)
H (-1.246, -1.233, -1.557)
H (-0.365, -1.762, -0.114)
H (-1.277, 1.633, 1.306)
H (0.867, 1.801, -0.002)

[2]
The following is a DFT calculation (wB97M-V/def2-TZVPD) of C4H5N3 in the gas phase at a distorted geometry.

Calculated values
**Multiplicity**: 1
**LUMO level**: -0.09 eV
**Kohn-Sham gap**: 0.3095 hartree

Atoms and positions in Å:
C (-0.011, 0.858, 1.352)
N (0.597, -0.125, 0.428)
C (-0.127, -0.369, -0.828)
C (0.655, -0.415, -2.004)
N (1.245, -0.311, -3.005)
C (-1.374, -0.971, -0.704)
N (-2.380, -1.519, -0.518)
H (0.046, 1.817, 0.841)
H (0.566, 0.908, 2.279)
H (-1.053, 0.606, 1.538)
H (0.824, -1.008, 0.952)
H (1.014, 0.529, -0.330)

[3]
The following is a DFT calculation (wB97M-V/def2-TZVPD) of C4H5N3 in the gas phase at a distorted geometry.

Calculated values
**Multiplicity**: 1
**LUMO level**: 0.25 eV
**Kohn-Sham gap**: 0.3919 hartree

Atoms and positions in Å:
H (0.659, 2.466, 0.090)
N (1.204, 1.692, 0.063)
C (0.542, 0.636, -0.088)
C (1.378, -0.546, -0.120)
N (1.829, -1.627, 0.118)
N (-0.869, 0.555, -0.102)
C (-1.644, -0.513, -0.693)
C (-1.672, -0.345, 0.736)
H (-2.500, 0.009, -1.165)
H (-1.074, -1.299, -1.169)
H (-2.515, 0.315, 1.225)
H (-1.353, -1.226, 1.463)

[4]
The following is a DFT calculation (wB97M-V/def2-TZVPD) of a molecular structure, C4H5N3O at a distorted geometry.

Calculated values
**Multiplicity**: 1
**LUMO level**: -0.64 eV
**Kohn-Sham gap**: 0.3371 hartree

Atoms and positions in Å:
C (1.395, -0.464, -2.511)
C (0.653, -0.421, -1.192)
C (-0.709, 0.321, 0.259)
C (1.277, -0.715, 0.177)
H (2.343, -1.382, -2.491)
H (2.137, 0.684, -2.616)
H (0.646, -0.645, -3.531)
H (-2.321, 0.639, 2.787)
H (2.209, -1.453, 0.264)
N (-0.342, 0.256, -1.099)
N (-1.642, 0.749, 0.978)
N (0.487, -0.231, 1.057)
O (-1.279, 0.553, 2.330)

[5]
The following is a DFT calculation (wB97M-V/def2-TZVPD) of a molecular structure, C4H5N3O at a distorted geometry.

Calculated values
**Multiplicity**: 1
**LUMO level**: -0.26 eV
**Kohn-Sham gap**: 0.3369 hartree

Atoms and positions in Å:
C (-1.155, 0.052, 0.019)
C (-0.701, 1.613, 0.167)
C (0.587, 1.745, 0.114)
C (1.085, 0.196, -0.090)
H (0.732, -2.612, -0.090)
H (-2.216, -1.498, -0.344)
H (-1.356, 2.413, 0.580)
H (1.057, 2.769, 0.039)
H (2.187, -1.377, -0.390)
N (-0.058, -0.645, -0.268)
N (-2.328, -0.387, -0.179)
N (2.259, -0.388, -0.051)
O (-0.091, -1.880, 0.494)

[6]
The following is a DFT calculation (wB97M-V/def2-TZVPD) of C4H5N3O in the gas phase at a distorted geometry.

Calculated values
**Multiplicity**: 1
**LUMO level (alpha / beta)**: -0.78 / -0.77 eV
**Kohn-Sham gap (alpha / beta)**: 0.2907 / 0.2909 hartree

Atoms and positions in Å:
C (-2.355, -0.910, 2.483)
C (0.235, 0.211, -0.099)
C (0.681, 0.078, -1.351)
C (-1.187, -0.332, 2.077)
N (-3.236, -1.634, 2.644)
N (-0.864, -0.444, 0.728)
N (-1.556, -1.142, -0.105)
O (1.034, 1.042, 0.668)
H (1.613, 0.446, -1.649)
H (0.036, -0.569, -1.933)
H (-0.696, 0.623, 2.456)
H (-2.259, -1.655, 0.490)
H (1.718, 0.572, 1.236)

[7]
The following is a DFT calculation (wB97M-V/def2-TZVPD) of a molecular structure, C4H5N3O at a distorted geometry.

Calculated values
**Multiplicity**: 1
**LUMO level**: 0.52 eV
**Kohn-Sham gap**: 0.3428 hartree

Atoms and positions in Å:
C (0.335, 0.293, 1.453)
C (0.859, -0.915, 1.002)
C (-0.344, 0.364, -2.080)
C (-0.507, 0.590, 0.297)
H (0.201, 0.582, 3.419)
H (1.580, -1.534, 1.741)
H (-0.593, 1.356, -2.366)
H (-0.229, -1.613, -2.471)
H (-1.187, 1.406, 0.468)
N (0.570, -1.070, -0.270)
N (-0.355, -0.183, -0.716)
N (-0.215, -0.436, -3.051)
O (-0.113, 1.160, 2.576)

[8]
The following is a DFT calculation (wB97M-V/def2-TZVPD) of 2 unconnected molecules or ions with the total composition C4H5N3O at a distorted geometry.

Calculated values
**Multiplicity**: 1
**LUMO level**: 0.04 eV
**Kohn-Sham gap**: 0.3115 hartree

Atoms and positions in Å:
C (0.497, 0.788, 0.152)
C (1.749, -1.128, -0.118)
C (0.495, -1.445, 0.272)
C (-1.722, -0.659, -0.113)
H (0.817, 2.876, -0.525)
H (2.542, 0.826, 0.732)
H (2.886, -1.457, -0.626)
H (-0.154, -2.335, -0.155)
H (-2.030, -1.668, -0.374)
N (0.120, 2.051, 0.071)
N (1.739, 0.356, -0.300)
N (-0.345, -0.266, 0.356)
O (-2.597, 0.179, -0.137)

[9]
The following is a DFT calculation (wB97M-V/def2-TZVPD) of C4H5N3O in the gas phase at a distorted geometry.

Calculated values
**Multiplicity**: 1
**LUMO level**: 0.44 eV
**Kohn-Sham gap**: 0.3711 hartree

Atoms and positions in Å:
H (1.459, 0.947, -2.265)
N (0.815, 0.228, -2.305)
C (0.176, 0.097, -1.203)
C (-0.618, -1.173, -1.114)
C (-1.178, -2.204, -1.378)
N (0.297, 0.916, -0.110)
C (0.148, 0.206, 1.122)
N (0.305, 1.066, 2.245)
O (-0.246, -0.917, 1.370)
H (-1.466, -3.339, -1.337)
H (0.815, 1.785, -0.238)
H (0.002, 0.472, 3.076)
H (-0.509, 1.916, 2.138)

[10]
The following is a DFT calculation (wB97M-V/def2-TZVPD) of C4H5N3O in the gas phase at a distorted geometry.

Calculated values
**Multiplicity**: 1
**LUMO level**: 0.87 eV
**Kohn-Sham gap**: 0.3810 hartree

Atoms and positions in Å:
C (-1.241, -1.187, -0.116)
N (-1.949, -0.120, 0.057)
N (-1.090, 0.982, 0.211)
C (0.130, 0.565, -0.277)
C (1.506, 0.911, 0.063)
N (2.234, -0.130, 0.092)
O (1.422, -1.255, -0.141)
C (0.153, -0.847, 0.274)
H (-1.689, -2.207, -0.119)
H (-1.552, 1.775, -0.275)
H (-0.009, 0.436, -1.328)
H (1.902, 1.914, 0.156)
H (0.184, -0.836, 1.403)

[11]
The following is a DFT calculation (wB97M-V/def2-TZVPD) of a molecular structure, C4H5N3O at a distorted geometry.

Calculated values
**Multiplicity**: 1
**LUMO level**: -0.39 eV
**Kohn-Sham gap**: 0.3018 hartree

Atoms and positions in Å:
C (1.266, -0.678, -0.090)
C (1.023, 0.770, 0.006)
C (-0.135, 1.251, -0.042)
C (-0.953, -0.987, -0.044)
H (3.066, -0.322, 0.683)
H (1.660, 1.556, -0.249)
H (-0.414, 2.293, -0.031)
H (-2.153, 0.894, -0.287)
H (-2.725, -0.891, 0.399)
N (-1.343, 0.427, -0.096)
N (-2.023, -1.656, 0.087)
N (0.297, -1.445, -0.331)
O (2.434, -1.212, -0.005)

[12]
The following is a DFT calculation (wB97M-V/def2-TZVPD) of 2 unconnected molecules or ions with the total composition C4H5N3O3S at a distorted geometry.

Calculated values
**Multiplicity**: 1
**LUMO level (alpha / beta)**: -3.20 / -2.10 eV
**Kohn-Sham gap (alpha / beta)**: 0.2178 / 0.3137 hartree

Atoms and positions in Å:
C (-1.538, -1.014, -1.221)
C (-1.044, -2.074, 0.917)
C (0.609, 1.920, 1.182)
C (-1.346, -0.847, 0.156)
N (-1.611, -1.273, -2.341)
N (-0.839, -2.984, 1.574)
N (2.204, -0.792, -0.705)
O (-0.593, 1.534, -1.229)
O (-1.772, 2.800, 0.496)
O (-1.285, 0.251, 0.821)
S (-0.747, 1.877, 0.127)
H (0.281, 2.317, 2.135)
H (1.219, -1.108, -0.914)
H (1.232, 1.136, 1.075)
H (2.781, -1.664, -0.763)
H (2.447, -0.078, -1.309)

[13]
The following is a DFT calculation (wB97M-V/def2-TZVPD) of 2 unconnected molecules or ions with the total composition C4H5N3O4 at a distorted geometry.

Calculated values
**Multiplicity**: 1
**LUMO level**: 0.07 eV
**Kohn-Sham gap**: 0.3436 hartree

Atoms and positions in Å:
C (0.703, -0.839, 0.355)
C (-0.372, -0.370, -3.117)
C (0.032, 1.044, 1.509)
C (-1.451, 0.633, 1.408)
N (-1.760, -0.215, 0.536)
N (0.918, 0.415, 0.669)
N (1.658, -1.358, -0.527)
O (0.211, 0.589, -2.869)
O (-1.082, -1.222, -3.392)
O (1.317, -1.811, -1.619)
O (2.762, -1.513, -0.029)
H (-0.001, 2.131, 1.385)
H (0.186, 0.802, 2.618)
H (-2.120, 1.201, 2.187)
H (-2.672, -0.485, 0.641)
H (1.672, 0.997, 0.245)

[14]
The following is a DFT calculation (wB97M-V/def2-TZVPD) of C4H5N3S in the gas phase at a distorted geometry.

Calculated values
**Multiplicity**: 1
**LUMO level (alpha / beta)**: -0.84 / -0.84 eV
**Kohn-Sham gap (alpha / beta)**: 0.2835 / 0.2836 hartree

Atoms and positions in Å:
S (3.114, 0.300, 0.316)
C (1.527, -0.165, 0.293)
N (1.176, -1.247, 1.021)
N (0.073, -1.779, 0.969)
N (-0.904, -1.224, 0.156)
C (-0.861, -0.072, -0.658)
C (-0.613, 1.185, 0.119)
C (0.487, 0.624, -0.514)
H (-1.704, -1.801, 0.315)
H (-1.457, -0.305, -1.516)
H (-0.800, 1.160, 1.113)
H (-0.956, 2.106, -0.334)
H (0.918, 1.219, -1.278)

[15]
The following is a DFT calculation (wB97M-V/def2-TZVPD) of C4H5N3S in the gas phase at a distorted geometry.

Calculated values
**Multiplicity**: 1
**LUMO level**: -1.27 eV
**Kohn-Sham gap**: 0.3005 hartree

Atoms and positions in Å:
H (-1.008, 2.726, 0.613)
N (-0.331, 1.887, 0.464)
C (-0.755, 0.765, -0.002)
N (-2.169, 0.606, -0.381)
C (-2.350, -0.650, -0.280)
N (-1.241, -1.422, 0.164)
C (-0.166, -0.572, 0.167)
C (1.306, -0.967, 0.586)
S (2.335, 0.086, -0.424)
H (-3.323, -1.158, -0.495)
H (1.413, -2.095, 0.061)
H (1.400, -1.050, 1.770)
H (2.131, 1.235, 0.270)

[16]
The following is a DFT calculation (wB97M-V/def2-TZVPD) of C4H5N5 in the gas phase at a distorted geometry.

Calculated values
**Multiplicity**: 1
**LUMO level**: -0.42 eV
**Kohn-Sham gap**: 0.3407 hartree

Atoms and positions in Å:
H (0.127, 0.920, 3.113)
N (0.346, -0.010, 2.797)
C (-0.151, -0.496, 1.752)
C (-1.215, -0.001, 0.773)
N (-1.141, 0.121, -0.448)
C (0.158, 0.092, -0.900)
C (0.411, 0.905, -2.116)
N (0.988, -0.821, -0.540)
N (0.724, -1.958, 0.310)
N (0.431, -1.798, 1.480)
H (-2.260, -0.074, 1.295)
H (-0.053, 0.480, -3.104)
H (1.440, 0.547, -2.393)
H (0.194, 2.092, -2.017)

[17]
The following is a DFT calculation (wB97M-V/def2-TZVPD) of 2 unconnected molecules or ions with the total composition C4H5N6 at a distorted geometry.

Calculated values
**Multiplicity**: 1
**Charge**: -1
**LUMO level (alpha / beta)**: 3.36 / 3.32 eV
**Kohn-Sham gap (alpha / beta)**: 0.3054 / 0.2791 hartree

Atoms and positions in Å:
C (2.865, 0.548, 0.931)
C (-2.012, -0.137, 0.280)
C (1.433, 0.816, 0.628)
C (0.950, -0.347, -0.116)
N (3.928, 0.185, 1.068)
N (-2.871, 0.518, 1.058)
N (-2.527, -0.972, -0.630)
N (-4.004, 0.068, 0.571)
N (-3.863, -0.800, -0.432)
N (1.224, -0.502, -1.497)
H (0.963, 0.946, 1.547)
H (1.548, 1.852, 0.066)
H (0.690, -1.124, 0.562)
H (0.778, -1.359, -1.918)
H (0.899, 0.309, -2.118)

[18]
The following is a DFT calculation (wB97M-V/def2-TZVPD) of C4H5NO in the gas phase.

Calculated values
**Multiplicity**: 1
**LUMO level**: 0.80 eV
**Kohn-Sham gap**: 0.4086 hartree

Atoms and positions in Å:
N (-1.065, 2.288, 1.199)
C (-0.780, 1.231, 0.827)
C (-0.424, 0.006, 0.146)
O (-1.515, -0.661, -0.422)
C (0.874, 0.088, -0.616)
C (0.738, -0.867, 0.533)
H (-2.111, -0.012, -0.817)
H (0.793, -0.231, -1.644)
H (1.534, 0.934, -0.446)
H (0.578, -1.923, 0.322)
H (1.296, -0.636, 1.442)

[19]
The following is a DFT calculation (wB97M-V/def2-TZVPD) of C4H5NO in the gas phase at a distorted geometry.

Calculated values
**Multiplicity**: 1
**LUMO level**: 0.86 eV
**Kohn-Sham gap**: 0.3253 hartree

Atoms and positions in Å:
N (1.947, -0.238, 0.058)
C (0.681, 0.042, 0.630)
C (-0.198, 1.046, 0.337)
C (-1.369, 0.361, -0.123)
C (-1.162, -0.963, 0.091)
O (0.042, -1.158, 0.676)
H (1.561, -0.745, -0.751)
H (2.324, 0.618, -0.335)
H (0.032, 2.103, 0.260)
H (-2.171, 0.803, -0.693)
H (-1.688, -1.870, -0.150)

[20]
The following is a DFT calculation (wB97M-V/def2-TZVPD) of C4H5NO in the gas phase at a distorted geometry.

Calculated values
**Multiplicity**: 1
**LUMO level (alpha / beta)**: -0.05 / -0.05 eV
**Kohn-Sham gap (alpha / beta)**: 0.2720 / 0.2718 hartree

Atoms and positions in Å:
N (-0.716, 1.477, -0.033)
C (-0.521, 0.671, 1.018)
C (-0.410, -0.713, 0.679)
O (-0.391, 0.892, -1.230)
C (0.417, -0.567, -0.789)
C (1.315, -1.123, -1.403)
H (-0.350, 2.428, 0.044)
H (-0.141, 1.106, 1.932)
H (0.055, -1.345, 1.428)
H (-1.318, -1.136, 0.249)
H (2.061, -1.691, -1.895)

Record order is preserved below.
ΔE to the lowest compared entry with this formula, charge and spin: 350.05, 430.36, 361.18, 673.07, 612.45, 533.90, 584.81, 636.68, 378.46, 513.74, 457.58, 440.01, 589.69, 405.24, 282.73, 384.57, 416.67, 144.90, 200.98, 627.74 kJ/mol
Record order is preserved below.
Energy: -319.578883, -319.548294, -319.574645, -394.711201, -394.734290, -394.764208, -394.744817, -394.725061, -394.823413, -394.771885, -394.793276, -943.401168, -620.474958, -717.739291, -717.785956, -429.034489, -483.813765, -285.359396, -285.338037, -285.175492 Eh